The following is a quantum chemistry calculation of a cluster of 3 separate species, C26H36BrF5N2O5S2 in total at a distorted geometry, from OMol25.

Each atom is followed by the atoms it is bonded to, with distances in Å.
Geometry (Å):
1 C -0.256 2.943 1.914  C2 1.605, H28 1.156, H29 1.166, H30 1.142
2 C -0.754 4.417 1.522  C1 1.605, O3 1.456, H31 1.159, H32 1.159
3 O -2.199 4.572 1.426  C2 1.456, C4 1.431
4 C -2.822 3.388 0.920  O3 1.431, C5 1.553, N27 1.422
5 C -3.730 2.566 1.876  C4 1.553, N6 1.424, H33 1.151
6 N -4.456 1.391 1.531  C5 1.424, C7 1.438
7 C -4.204 1.061 0.155  N6 1.438, C8 1.587, C26 1.545
8 C -4.946 -0.220 -0.420  C7 1.587, C9 1.604, C13 1.540
9 C -5.930 -1.007 0.572  C8 1.604, C10 1.605, H34 1.154, H35 1.143
10 C -7.345 -0.289 0.808  C9 1.605, C11 1.638, Br12 1.992, H36 1.153
11 C -8.237 -1.338 1.695  C10 1.638, H37 1.143, H38 1.149, H39 1.160
12 Br -8.390 0.045 -0.855  C10 1.992
13 C -4.809 -0.722 -1.869  C8 1.540, C14 1.595, C24 1.594
14 C -5.555 -1.977 -2.513  C13 1.595, C15 1.609, H40 1.152, H41 1.159
15 C -4.801 -3.388 -2.336  C14 1.609, C16 1.606, H42 1.153, H43 1.159
16 C -3.208 -3.297 -2.163  C15 1.606, C17 1.623, H44 1.140, H45 1.159
17 C -2.709 -3.606 -0.649  C16 1.623, F18 1.437, F19 1.426, C20 1.604
18 F -1.356 -3.148 -0.490  C17 1.437
19 F -3.504 -2.906 0.306  C17 1.426
20 C -2.768 -5.160 -0.259  C17 1.604, F21 1.411, F22 1.440, F23 1.427
21 F -2.245 -6.039 -1.230  C20 1.411
22 F -1.950 -5.335 0.914  C20 1.440
23 F -4.078 -5.561 0.138  C20 1.427
24 C -3.858 0.112 -2.839  C13 1.594, C25 1.540, H46 1.154
25 C -3.134 1.361 -2.303  C24 1.540, C26 1.579, H47 1.147
26 C -3.291 1.850 -0.810  C7 1.545, C25 1.579, N27 1.438
27 N -2.589 3.050 -0.442  C4 1.422, C26 1.438
28 H -0.223 2.225 1.008  C1 1.156
29 H 0.857 3.054 2.245  C1 1.166
30 H -0.802 2.490 2.810  C1 1.142
31 H -0.201 4.798 0.578  C2 1.159
32 H -0.396 5.116 2.374  C2 1.159
33 H -3.862 2.966 2.948  C5 1.151
34 H -5.407 -1.043 1.600  C9 1.154
35 H -6.135 -2.082 0.244  C9 1.143
36 H -7.284 0.665 1.453  C10 1.153
37 H -8.697 -0.845 2.618  C11 1.143
38 H -9.067 -1.832 1.073  C11 1.149
39 H -7.548 -2.204 2.041  C11 1.160
40 H -5.843 -1.726 -3.600  C14 1.152
41 H -6.565 -2.074 -1.952  C14 1.159
42 H -5.330 -4.007 -1.520  C15 1.153
43 H -4.986 -3.977 -3.318  C15 1.159
44 H -2.727 -2.346 -2.568  C16 1.140
45 H -2.764 -4.165 -2.790  C16 1.159
46 H -3.697 -0.199 -3.939  C24 1.154
47 H -2.484 1.950 -3.043  C25 1.147
48 O 2.766 1.702 3.503  S49 1.446
49 S 3.342 1.630 2.179  O48 1.446, O50 1.446, C51 1.784, C54 1.789
50 O 3.327 2.753 1.268  S49 1.446
51 C 5.014 1.026 2.322  S49 1.784, C52 1.523, H55 1.090, H56 1.092
52 C 4.875 -0.489 2.252  C51 1.523, C53 1.530, H57 1.092, H58 1.095
53 C 3.863 -0.761 1.139  C52 1.530, C54 1.530, H59 1.094, H60 1.092
54 C 2.682 0.189 1.349  S49 1.789, C53 1.530, H61 1.091, H62 1.092
55 H 5.457 1.374 3.255  C51 1.090
56 H 5.581 1.409 1.470  C51 1.092
57 H 5.835 -0.971 2.055  C52 1.092
58 H 4.492 -0.874 3.203  C52 1.095
59 H 4.327 -0.562 0.168  C53 1.094
60 H 3.535 -1.803 1.137  C53 1.092
61 H 2.235 0.491 0.401  C54 1.091
62 H 1.922 -0.255 1.994  C54 1.092
63 O 7.364 -0.710 -0.043  S64 1.446
64 S 7.202 0.416 -0.935  O63 1.446, O65 1.446, C66 1.784, C69 1.789
65 O 5.900 0.888 -1.352  S64 1.446
66 C 8.133 1.792 -0.286  S64 1.784, C67 1.523, H70 1.090, H71 1.092
67 C 9.522 1.624 -0.888  C66 1.523, C68 1.530, H72 1.092, H73 1.095
68 C 9.296 1.240 -2.352  C67 1.530, C69 1.530, H74 1.095, H75 1.092
69 C 8.223 0.150 -2.380  S64 1.789, C68 1.530, H76 1.091, H77 1.091
70 H 8.131 1.762 0.804  C66 1.090
71 H 7.659 2.711 -0.638  C66 1.092
72 H 10.112 2.538 -0.795  C67 1.092
73 H 10.058 0.820 -0.374  C67 1.095
74 H 8.946 2.116 -2.908  C68 1.095
75 H 10.218 0.898 -2.827  C68 1.092
76 H 7.605 0.216 -3.276  C69 1.091
77 H 8.663 -0.846 -2.304  C69 1.091

Computed properties:
Gap between HOMO and LUMO, Ha: 0.2805